{"formula": "C27H51BN8S3SbSi3Ti", "method": "wB97M-V/def2-TZVPD", "s_squared": 0.7535, "e_homo_ha": [-0.503, -0.501], "total_energy_ha": -4674.88494, "e_lumo_ev": [-6.4, -6.0], "multiplicity": 2, "fmax_ev_per_a": 0.45, "charge": 2, "e_above_lowest_kj_mol": 0.0, "elements": ["Ti", "C", "C", "N", "N", "C", "B", "N", "C", "C", "C", "N", "N", "C", "C", "C", "N", "N", "C", "C", "C", "N", "H", "H", "H", "H", "H", "H", "H", "H", "H", "H", "H", "H", "C", "C", "S", "C", "C", "S", "C", "C", "S", "H", "H", "H", "H", "H", "H", "H", "H", "H", "H", "H", "H", "C", "Si", "C", "C", "Sb", "Si", "C", "C", "C", "Si", "C", "C", "C", "H", "H", "H", "H", "H", "H", "H", "H", "H", "H", "H", "H", "H", "H", "H", "H", "H", "H", "H", "H", "H", "H", "H", "H", "H", "H", "H"], "positions_angstrom": [[-0.8702, -0.3955, 0.9632], [2.6665, -2.6531, 1.8098], [1.9685, -1.4625, 1.7383], [0.7565, -1.6673, 1.1975], [0.6704, -2.9971, 0.9089], [1.8069, -3.6017, 1.2743], [-0.7174, -3.5335, 0.4605], [-1.2185, -2.7420, -0.7896], [-1.5395, -3.2044, -2.0019], [-2.0166, -2.1524, -2.7710], [-1.9463, -1.0505, -1.9374], [-1.4591, -1.4089, -0.7406], [-1.6886, -3.1953, 1.6393], [-2.2599, -4.0521, 2.4897], [-2.9697, -3.3382, 3.4383], [-2.7586, -2.0177, 3.0956], [-1.9707, -1.9111, 2.0099], [-0.7486, -4.9962, 0.1474], [-1.8542, -5.7541, -0.1188], [-1.4293, -6.9745, -0.5618], [-0.0215, -6.8779, -0.5527], [0.3819, -5.6943, -0.1400], [3.6594, -2.8174, 2.1893], [2.2664, -0.4686, 2.0362], [1.9236, -4.6590, 1.1096], [-1.4110, -4.2461, -2.2469], [-2.3649, -2.1933, -3.7879], [-2.2180, -0.0235, -2.1200], [-2.1265, -5.1144, 2.3748], [-3.5530, -3.7264, 4.2539], [-3.1601, -1.1519, 3.5856], [-2.8513, -5.3654, 0.0158], [-2.0355, -7.8156, -0.8485], [0.7049, -7.6251, -0.8288], [-1.1416, 1.0330, 4.4524], [-2.0057, 2.1863, 4.9422], [-3.2858, 2.8867, 3.8595], [-3.9729, 1.4396, 3.0157], [-4.0624, 1.6192, 1.5087], [-2.5090, 1.5672, 0.5619], [-1.5631, 3.0217, 1.0793], [-0.5348, 2.8681, 2.2117], [-0.2156, 1.2145, 2.8732], [-1.7127, 0.1136, 4.3645], [-0.3729, 0.8532, 5.2033], [-1.3860, 3.0457, 5.2036], [-2.4625, 1.8469, 5.8731], [-4.9701, 1.2300, 3.4042], [-3.3413, 0.5892, 3.2367], [-4.5483, 2.5584, 1.2416], [-4.6551, 0.8150, 1.0675], [-2.2916, 3.7902, 1.3294], [-1.0500, 3.3305, 0.1692], [-0.7888, 3.5070, 3.0525], [0.4416, 3.1793, 1.8510], [3.9625, 3.3049, -1.3721], [2.5751, 3.1230, -0.1401], [1.6852, 4.7692, -0.0332], [3.2714, 2.5700, 1.5063], [0.9316, 1.2680, -0.9124], [2.6194, -0.3180, -2.0977], [1.7327, -1.9291, -2.4030], [3.1553, 0.4396, -3.7147], [4.1085, -0.5803, -1.0038], [-0.1017, 2.4341, -3.0052], [-0.6373, 1.1229, -4.2339], [1.1755, 3.5487, -3.7822], [-1.5676, 3.4824, -2.5072], [4.6472, 4.0645, -0.9825], [3.6147, 3.6474, -2.3456], [4.5378, 2.3915, -1.5134], [2.4355, 5.5421, 0.1576], [0.9409, 4.8508, 0.7580], [1.2000, 5.0216, -0.9776], [3.9614, 3.3274, 1.8874], [3.8414, 1.6460, 1.3793], [2.5143, 2.3953, 2.2731], [0.8067, -1.7832, -2.9625], [1.4974, -2.4456, -1.4722], [2.3773, -2.5868, -2.9927], [2.3272, 0.6101, -4.4030], [3.8399, -0.2653, -4.1962], [3.6958, 1.3763, -3.5781], [3.8553, -1.0685, -0.0644], [4.6424, 0.3432, -0.7819], [4.8029, -1.2370, -1.5365], [-0.0414, 0.2108, -4.1898], [-0.5336, 1.5368, -5.2405], [-1.6865, 0.8518, -4.1089], [2.0653, 3.0172, -4.1143], [1.4791, 4.3639, -3.1256], [0.7125, 3.9999, -4.6653], [-2.3577, 2.9145, -2.0134], [-1.9941, 3.9126, -3.4182], [-1.2794, 4.3187, -1.8667]], "forces_ev_per_angstrom": [[0.28, 0.04, -0.36], [0.00, -0.01, 0.01], [0.00, -0.01, 0.00], [-0.04, 0.05, 0.03], [0.00, 0.01, 0.00], [-0.02, -0.01, -0.02], [-0.01, 0.00, 0.00], [0.00, 0.02, 0.01], [0.01, -0.01, 0.00], [-0.01, 0.01, 0.01], [0.00, -0.01, 0.00], [0.00, 0.08, 0.07], [0.00, -0.03, -0.02], [-0.01, 0.01, 0.01], [0.01, -0.01, 0.00], [0.00, 0.01, -0.01], [-0.07, -0.09, 0.06], [-0.04, -0.02, 0.04], [0.01, 0.00, 0.00], [0.00, 0.00, -0.01], [0.00, 0.00, -0.01], [0.02, 0.03, -0.01], [0.00, 0.00, 0.00], [0.00, 0.00, 0.00], [0.01, 0.00, 0.00], [0.00, 0.00, 0.00], [0.00, 0.00, 0.00], [0.00, -0.01, 0.01], [0.00, 0.00, 0.00], [0.00, 0.00, 0.00], [0.00, 0.01, 0.00], [0.00, -0.01, 0.00], [0.00, 0.00, 0.00], [0.00, 0.00, 0.00], [0.02, 0.01, 0.00], [0.00, 0.00, 0.00], [0.00, 0.00, 0.01], [0.00, 0.01, -0.01], [0.00, 0.02, -0.01], [-0.06, -0.02, 0.05], [0.00, 0.00, -0.01], [-0.01, -0.01, 0.00], [-0.03, -0.01, 0.08], [0.00, 0.00, 0.00], [0.00, 0.00, 0.00], [0.00, 0.00, 0.00], [0.00, 0.00, 0.00], [0.00, 0.00, 0.00], [0.00, -0.01, 0.01], [0.00, 0.00, 0.00], [0.00, 0.00, 0.00], [0.00, 0.00, 0.00], [0.00, 0.00, 0.00], [0.00, 0.00, 0.00], [0.01, 0.01, -0.01], [0.00, 0.00, 0.01], [0.00, 0.00, 0.01], [0.01, 0.00, 0.00], [0.01, 0.00, 0.00], [-0.04, -0.04, 0.04], [0.00, -0.02, 0.00], [0.00, 0.01, 0.00], [0.00, 0.01, 0.00], [0.00, 0.00, 0.00], [-0.02, 0.00, 0.00], [0.00, 0.00, 0.00], [-0.01, 0.00, 0.00], [-0.01, -0.01, 0.00], [0.00, 0.00, -0.01], [-0.01, 0.01, -0.01], [0.00, -0.01, 0.00], [0.00, 0.00, 0.00], [-0.01, 0.00, 0.01], [0.00, 0.00, 0.00], [0.00, 0.00, 0.00], [0.00, 0.00, 0.00], [0.00, 0.00, 0.00], [0.00, -0.01, 0.00], [-0.01, -0.01, 0.01], [0.00, 0.00, 0.00], [-0.01, 0.00, 0.00], [0.00, 0.00, 0.00], [0.00, 0.01, 0.00], [0.00, 0.00, 0.00], [0.00, 0.01, 0.00], [0.00, 0.00, 0.00], [0.00, 0.00, 0.00], [0.00, 0.00, 0.00], [0.01, 0.01, 0.00], [0.02, -0.02, 0.00], [0.01, 0.00, 0.00], [0.00, 0.00, 0.00], [0.01, 0.01, 0.00], [0.00, 0.00, 0.00], [0.00, 0.00, 0.00]]}